# C46H45As2CrFN8O5S

A molecular structure, C46H45As2CrFN8O5S (wB97M-V/def2-TZVPD, the OMol25 dataset).

CARTESIAN COORDINATES (ANGSTROEM)
1 Cr 0.35 1.06 0.87
2 C 1.76 5.33 -2.83
3 As 0.70 4.21 -1.61
4 C -0.91 4.14 -2.74
5 C 0.07 5.62 -0.39
6 C 0.69 6.87 -0.37
7 C 0.28 7.87 0.50
8 C -0.79 7.65 1.35
9 C -1.41 6.41 1.35
10 C -0.99 5.38 0.51
11 As -1.93 3.62 0.58
12 C -3.68 4.35 0.10
13 C -2.30 3.45 2.51
14 H 1.21 6.20 -3.19
15 H 2.04 4.70 -3.67
16 H 2.69 5.66 -2.34
17 H -1.36 5.13 -2.83
18 H -1.62 3.44 -2.31
19 H -0.63 3.78 -3.73
20 H 1.53 7.06 -1.02
21 H 0.79 8.83 0.50
22 H -1.13 8.43 2.02
23 H -2.25 6.24 2.02
24 H -4.02 5.07 0.84
25 H -4.39 3.53 0.03
26 H -3.61 4.84 -0.87
27 H -2.41 4.40 3.03
28 H -1.53 2.86 3.00
29 H -3.23 2.89 2.60
30 F -0.17 -4.71 3.19
31 C -0.78 -4.24 2.09
32 C -0.98 -2.90 1.92
33 C -1.61 -2.42 0.75
34 C -1.59 -1.05 0.46
35 O -1.07 -0.20 1.30
36 C -2.05 -0.63 -0.82
37 C -2.68 -1.50 -1.63
38 N -2.85 -2.84 -1.29
39 C -3.84 -3.55 -2.07
40 C -3.61 -4.84 -2.80
41 C -4.55 -4.79 -1.62
42 C -2.15 -3.35 -0.20
43 C -1.89 -4.69 -0.02
44 C -1.20 -5.15 1.13
45 N -0.81 -6.56 1.14
46 C -1.86 -7.57 1.50
47 C -1.46 -8.91 0.82
48 N -0.12 -8.74 0.26
49 C 0.84 -8.37 1.30
50 C 0.46 -6.95 1.84
51 C -1.69 0.74 -1.30
52 O -2.41 1.36 -2.07
53 O -0.52 1.15 -0.90
54 H -0.62 -2.20 2.66
55 H -3.07 -1.19 -2.59
56 H -4.47 -2.84 -2.58
57 H -2.65 -5.33 -2.71
58 H -4.05 -4.93 -3.79
59 H -4.24 -5.24 -0.68
60 H -5.61 -4.85 -1.80
61 H -2.15 -5.43 -0.77
62 H -2.82 -7.19 1.15
63 H -1.89 -7.66 2.58
64 H -2.15 -9.16 0.01
65 H -1.50 -9.72 1.56
66 H -0.58 -6.81 0.17
67 H 0.18 -9.54 -0.27
68 H 1.84 -8.35 0.87
69 H 0.84 -9.09 2.12
70 H 1.21 -6.20 1.64
71 H 0.28 -6.98 2.91
72 O 3.42 -1.46 -0.64
73 S 2.21 -0.76 -0.96
74 O 0.97 -1.47 -0.83
75 N 2.06 0.61 -0.09
76 C 3.11 1.52 -0.02
77 C 4.38 1.41 -0.56
78 C 5.33 2.43 -0.37
79 C 5.06 3.54 0.37
80 C 3.78 3.69 0.96
81 C 3.42 4.76 1.80
82 C 2.17 4.80 2.35
83 C 1.26 3.78 2.03
84 N 1.55 2.78 1.24
85 C 2.82 2.69 0.73
86 C 2.38 -0.20 -2.64
87 C 1.42 0.66 -3.17
88 C 1.57 1.10 -4.48
89 C 2.66 0.68 -5.24
90 C 3.60 -0.18 -4.69
91 C 3.47 -0.63 -3.39
92 H 4.65 0.52 -1.11
93 H 6.32 2.31 -0.81
94 H 5.82 4.30 0.54
95 H 4.14 5.54 2.00
96 H 1.86 5.60 3.01
97 H 0.26 3.80 2.45
98 H 0.58 0.98 -2.56
99 H 0.83 1.77 -4.90
100 H 2.77 1.04 -6.25
101 H 4.45 -0.51 -5.29
102 H 4.19 -1.30 -2.94
103 N 0.86 0.74 2.72
104 C 0.71 0.44 3.83
105 C 0.53 0.09 5.15
106 C 0.57 1.09 6.16
107 N 0.61 1.90 6.98
108 C 0.27 -1.28 5.47
109 N 0.06 -2.39 5.73

Calculated values
Charge: 0
Kohn-Sham gap (alpha / beta) in eV: 5.12 / 7.41
2S+1: 5
HOMO level (alpha / beta) in Ha: -0.199 / -0.280
Maximum force in eV/Å: 1.63
ΔE to the lowest compared entry with this formula, charge and spin in eV: 2.435
Total energy in eV: -234239.7058